Record 1
{"formula": "C10H15FN2O", "method": "ωB97M-V with the def2-TZVPD basis set", "e_above_lowest_ev": 0.000, "homo_lumo_gap_ev": 9.51, "e_tot_ev": -18357.90080, "elements": ["C", "C", "C", "C", "O", "C", "C", "C", "C", "F", "N", "C", "N", "C", "H", "H", "H", "H", "H", "H", "H", "H", "H", "H", "H", "H", "H", "H", "H"], "xyz": [[0.074338, 3.342136, -2.709782], [0.963460, 2.704380, -1.652613], [0.794255, 1.171008, -1.560484], [1.694274, 0.658907, -0.459761], [1.367460, -0.640805, 0.041012], [0.287116, -0.759159, 0.889472], [-0.483607, 0.257930, 1.399690], [-1.517286, -0.063511, 2.273534], [-1.720754, -1.389976, 2.576117], [-2.708324, -1.724537, 3.416583], [-1.000217, -2.379168, 2.105770], [-0.020040, -2.068848, 1.271510], [1.141458, 0.537523, -2.826494], [0.796013, -0.889803, -2.896592], [0.390268, 3.054891, -3.718418], [0.119756, 4.462752, -2.733827], [-0.963220, 3.068957, -2.595934], [2.044984, 2.921346, -1.843670], [0.674946, 3.118812, -0.681673], [-0.261596, 0.939043, -1.278356], [2.716649, 0.537221, -0.831772], [1.702469, 1.425413, 0.415540], [-0.306556, 1.251666, 1.125262], [-2.198839, 0.670978, 2.705737], [0.545562, -2.923595, 0.937218], [0.637513, 1.019959, -3.560194], [1.471685, -1.481646, -2.235450], [-0.246575, -1.095630, -2.597737], [0.912885, -1.209742, -3.925553]], "forces_ev_per_a": [[0.600, 1.021, -0.742], [0.259, -0.229, -0.052], [-0.315, 0.194, -0.138], [0.341, 0.786, 1.737], [-0.656, 0.315, 0.387], [0.803, -0.889, -0.536], [-0.497, -0.794, 0.450], [-0.463, 0.278, 0.158], [0.302, -0.117, -0.116], [-0.081, -0.001, 0.032], [-0.293, 0.184, 0.145], [-0.051, -0.112, 0.234], [-0.220, -0.128, 0.027], [0.337, -0.014, 0.547], [-0.089, -0.079, 0.071], [0.062, -0.933, 0.337], [-0.388, -0.172, 0.142], [-0.826, -0.042, 0.191], [0.259, 0.004, 0.025], [0.316, 0.157, -0.091], [-0.177, 0.223, 0.022], [0.108, -1.250, -1.300], [0.149, 1.330, -0.266], [0.379, -0.066, -0.203], [0.334, 0.117, -0.353], [0.058, -0.055, -0.043], [-0.542, 0.413, -0.614], [0.164, 0.027, 0.064], [0.129, -0.170, -0.112]]}

Record 2
{"formula": "C10H15FN2O", "method": "ωB97M-V with the def2-TZVPD basis set", "e_above_lowest_ev": 3.287, "homo_lumo_gap_ev": 9.71, "e_tot_ev": -18354.61409, "elements": ["C", "C", "C", "C", "O", "C", "C", "C", "C", "F", "N", "C", "N", "C", "H", "H", "H", "H", "H", "H", "H", "H", "H", "H", "H", "H", "H", "H", "H"], "xyz": [[-1.983690, 1.142760, 2.869006], [-1.865999, 1.251526, 1.352786], [-1.203199, 0.062952, 0.726630], [-1.056566, 0.244609, -0.841707], [-0.035110, -0.653618, -1.482369], [1.322171, -0.206690, -1.690631], [1.790354, 1.005162, -1.388966], [3.285588, 1.176011, -1.229251], [4.088241, 0.305857, -1.764358], [5.385254, 0.395007, -1.947247], [3.590594, -0.734014, -2.586289], [2.297687, -0.912960, -2.404423], [-1.990016, -1.060916, 0.919932], [-1.300402, -2.364496, 0.537180], [-2.651690, 0.208552, 3.068063], [-2.461056, 1.925387, 3.428153], [-1.067364, 0.884291, 3.465844], [-2.976244, 1.343013, 1.074616], [-1.448014, 2.088109, 0.963637], [-0.161862, -0.062201, 1.028506], [-1.993520, -0.165771, -1.210310], [-0.763943, 1.241882, -1.158646], [1.177523, 1.828946, -1.149593], [3.542187, 2.284123, -0.992237], [1.763583, -1.798468, -2.906367], [-1.977968, -1.223502, 2.015250], [-1.141898, -2.329611, -0.621262], [-0.321094, -2.580043, 1.137327], [-1.843546, -3.295900, 0.786727]], "forces_ev_per_a": [[0.056, -2.845, 1.362], [-3.144, -1.320, 1.270], [1.688, 1.176, -2.791], [1.312, -0.919, 0.287], [1.897, 0.612, -0.447], [-2.027, 0.525, 0.840], [3.426, 0.909, 1.702], [-4.393, 5.238, 0.650], [0.148, -3.922, -4.399], [0.973, 0.668, 0.831], [-0.964, 1.301, 2.727], [-1.480, -4.119, -1.648], [-0.232, -4.946, 4.123], [1.082, -0.070, -1.261], [0.887, 1.646, -0.210], [-0.284, 0.717, -0.290], [-0.315, 0.407, -0.921], [1.501, -0.465, -0.334], [1.606, 2.899, -0.605], [0.317, 0.146, 0.713], [-0.028, 0.549, -0.615], [-0.741, 0.208, 0.101], [-0.467, 0.807, 0.580], [0.121, -2.411, -0.012], [1.394, 1.006, 0.201], [-0.689, 0.719, -2.713], [0.073, -0.421, 2.412], [-1.111, 0.970, -1.361], [-0.604, 0.934, -0.191]]}

Record 3
{"formula": "C10H15GaNO4", "method": "ωB97M-V with the def2-TZVPD basis set", "charge": -1, "homo_lumo_gap_ev": 4.59, "e_tot_ev": -72667.40892, "elements": ["N", "C", "Ga", "C", "C", "O", "C", "O", "H", "H", "H", "H", "H", "H", "H", "H", "H", "H", "H", "C", "C", "C", "O", "C", "C", "C", "O", "H", "H", "H", "H"], "xyz": [[2.902005, -0.911568, 3.561990], [3.237934, -0.187322, 2.298998], [1.566809, 0.180213, 1.173937], [0.244210, 1.495610, 2.106676], [-0.776683, 0.715880, 2.965600], [-1.925618, 0.380684, 2.144902], [-2.447169, -0.825364, 2.322253], [-1.880333, -1.833363, 2.489748], [2.529696, -0.282403, 4.257004], [2.235053, -1.642963, 3.363555], [3.864231, -0.860803, 1.720496], [3.819661, 0.693319, 2.549449], [0.769040, -1.219365, 1.023188], [1.869954, 0.727100, -0.314529], [-0.284100, 2.050827, 1.341416], [0.770258, 2.208513, 2.741112], [-0.287302, -0.163684, 3.355190], [-1.132668, 1.356437, 3.770526], [-3.547270, -0.826698, 2.310508], [-1.228559, 0.004565, -2.360146], [-1.719119, -1.043868, -3.017951], [-1.491184, -1.218335, -4.470152], [-1.940398, -2.172818, -5.074923], [-0.692295, -0.180519, -5.167277], [-0.201374, 0.868271, -4.513527], [-0.430926, 1.045740, -3.055730], [0.013423, 2.001119, -2.464931], [-1.382191, 0.145093, -1.296618], [-2.301423, -1.813105, -2.527349], [-0.536310, -0.327718, -6.228845], [0.382649, 1.636524, -5.004571]], "forces_ev_per_a": [[0.817, -0.074, 0.104], [-0.993, -0.276, -0.082], [-0.101, 0.372, -0.164], [0.097, -1.064, 0.074], [1.297, 1.207, -0.907], [-0.278, 0.258, 0.577], [-1.489, 1.437, -0.396], [1.582, -2.424, 0.719], [-0.324, -0.014, -0.068], [-0.299, 0.126, 0.095], [0.379, 0.013, -0.111], [0.218, 0.153, 0.053], [0.002, -0.099, 0.100], [0.158, 0.069, -0.074], [-0.211, 0.298, -0.111], [0.059, 0.123, 0.097], [-0.326, -0.478, 0.167], [-0.424, -0.149, 0.246], [-0.217, 0.458, -0.407], [-0.072, -0.081, 0.105], [0.007, 0.075, -0.001], [-0.035, -0.095, 0.049], [0.006, 0.044, -0.028], [0.038, 0.072, -0.029], [0.007, -0.075, -0.086], [0.062, -0.015, 0.150], [-0.096, 0.167, -0.119], [0.119, 0.025, 0.011], [0.021, -0.028, -0.016], [-0.022, -0.041, 0.003], [0.018, 0.016, 0.046]]}

Record 4
{"formula": "C10H15HgN3OP", "method": "ωB97M-V with the def2-TZVPD basis set", "charge": -1, "homo_lumo_gap_ev": 4.55, "e_tot_ev": -30592.46925, "elements": ["C", "C", "C", "C", "C", "Hg", "P", "H", "H", "H", "H", "H", "H", "H", "H", "C", "N", "C", "C", "C", "N", "C", "O", "N", "H", "H", "H", "H", "H", "H", "H"], "xyz": [[-0.403859, -4.126789, -0.651287], [0.114881, -3.955952, -1.976314], [-0.772114, -3.121894, -2.713623], [-1.880382, -2.779814, -1.875669], [-1.604058, -3.335124, -0.577786], [0.172207, -0.753370, 2.158696], [2.168257, -2.174425, 2.292151], [0.052179, -4.746926, 0.136102], [0.993978, -4.475288, -2.385792], [-0.623908, -2.785848, -3.744656], [-2.203486, -3.206342, 0.307796], [-2.696986, -2.086883, -2.131630], [3.274745, -1.527324, 1.668592], [2.138783, -3.503960, 1.763128], [2.509572, -2.281526, 3.684578], [1.706189, 4.092135, 1.494875], [0.674117, 3.354841, 0.781746], [-0.100741, 3.915096, -0.174289], [-1.063288, 3.163851, -0.797561], [-1.168925, 1.794365, -0.444936], [-0.431776, 1.247845, 0.524789], [0.522208, 2.007154, 1.138530], [1.272334, 1.557668, 2.042874], [-2.105115, 1.004486, -1.024852], [2.701984, 3.735757, 1.197361], [1.602665, 3.933545, 2.575107], [1.590826, 5.147755, 1.253594], [0.112757, 4.964339, -0.369751], [-1.706743, 3.576732, -1.568361], [-2.699486, 1.365537, -1.752347], [-2.146812, 0.000358, -0.831062]], "forces_ev_per_a": [[-0.452, 0.969, -0.826], [-0.456, -0.109, 0.166], [-0.152, -0.229, 0.387], [1.215, 0.055, 0.760], [0.514, -0.593, -0.862], [-3.004, -0.019, 1.189], [1.055, -0.753, -0.381], [-0.353, 0.429, -0.354], [-0.364, 0.364, 0.199], [-0.088, -0.213, 0.304], [-0.186, -0.016, 0.127], [0.313, -0.433, 0.113], [0.354, -0.699, 0.423], [0.624, 0.308, 0.421], [0.292, -0.224, -0.792], [0.154, 0.005, 0.046], [0.051, -0.029, 0.184], [-0.574, -0.652, -0.163], [0.505, 1.210, -0.247], [-0.334, -1.269, 1.012], [0.475, 1.338, -1.127], [0.653, -1.170, 1.221], [-0.741, 1.334, -1.741], [0.244, 0.048, 0.095], [-0.269, 0.131, 0.098], [-0.022, 0.035, -0.346], [0.095, 0.016, 0.023], [-0.264, -0.236, -0.138], [0.209, 0.076, 0.140], [0.201, -0.065, 0.079], [0.305, 0.392, -0.013]]}